1.
12
Properties=species:S:1:pos:R:3:lowdin_spin:R:1 method="wB97M-V/def2-TZVPD" s_squared=8.77 gap_ev="4.26 / 4.60" max_force_ev_per_a=14.43 charge=+4 e_homo_ev="-25.18 / -25.24" multiplicity=6
Ti 0.601 0.842 -6.708 0.87
Pm -0.396 0.660 -2.456 4.07
Cl -0.833 1.425 -5.040 -0.04
Cl 1.929 -0.054 -1.955 -0.05
C -0.784 -0.360 0.018 -0.01
C -0.257 1.409 -8.240 0.00
C 0.664 -0.802 -7.654 0.00
O -0.671 -0.707 1.126 0.00
O -0.833 1.658 -9.235 0.10
O 0.676 -1.783 -8.330 0.07
O 0.204 1.990 0.932 0.00
C -0.286 1.582 -0.054 -0.01

2.
20
Properties=species:S:1:pos:R:3:nbo_charge:R:1 method="wB97M-V/def2-TZVPD" gap_ev=6.07 max_force_ev_per_a=7.05 charge=+3 e_homo_ev=-20.50
O 0.000 0.029 -3.027 -0.25
C 0.084 0.038 -1.879 0.44
Lu 0.546 0.387 0.588 1.70
O 1.487 -2.621 -0.943 -0.21
C 1.228 -1.646 -0.387 0.42
C -1.210 1.607 -0.328 0.42
O -2.080 2.132 -0.876 -0.20
C -1.288 -1.023 0.721 0.44
O -2.177 -1.737 0.551 -0.24
C 2.039 1.628 -0.833 0.42
O 2.663 2.164 -1.644 -0.19
N -1.766 -0.853 5.436 -0.51
N -0.720 -0.550 4.574 0.23
N 0.369 0.137 4.994 -0.14
C 0.907 0.521 3.837 0.19
N 0.137 0.158 2.775 -0.58
N -0.937 -0.488 3.257 -0.05
H -2.282 -1.626 5.037 0.42
H -1.391 -0.999 6.370 0.44
H 1.839 1.075 3.761 0.26

3.
47
Properties=species:S:1:pos:R:3:nbo_charge:R:1 method="wB97M-V/def2-TZVPD" gap_ev=8.97 max_force_ev_per_a=1.35 e_homo_ev=-8.30
C 2.740 0.775 -3.184 -0.25
O 1.400 0.375 -3.040 -0.55
C 1.172 -0.959 -3.429 -0.04
C -0.327 -1.231 -3.423 -0.24
C -0.681 -2.684 -3.755 -0.41
C -2.086 -2.834 -3.184 -0.21
N -2.094 -1.942 -2.037 -0.42
C -3.060 -2.011 -1.106 0.65
O -3.952 -2.834 -1.124 -0.59
C -2.912 -0.999 -0.014 0.05
C -2.037 -1.069 1.101 -0.34
C -2.296 0.087 1.784 0.31
C -1.631 0.696 2.973 -0.12
O -0.449 1.284 2.469 -0.51
C 0.490 1.784 3.322 0.37
C 0.373 1.796 4.704 -0.33
C 1.376 2.345 5.487 -0.18
C 2.505 2.886 4.901 -0.24
C 2.633 2.869 3.523 -0.19
C 1.643 2.317 2.728 -0.25
S 1.829 2.408 0.961 0.23
C 1.609 0.679 0.436 -0.74
O -3.239 0.780 1.135 -0.25
N -3.614 0.101 0.031 -0.09
C -0.969 -1.027 -2.046 -0.21
H 2.796 1.805 -2.837 0.20
H 3.058 0.722 -4.232 0.17
H 3.411 0.149 -2.582 0.17
H 1.689 -1.646 -2.738 0.16
H 1.574 -1.133 -4.440 0.17
H -0.803 -0.559 -4.141 0.21
H -0.644 -2.892 -4.821 0.22
H 0.009 -3.357 -3.244 0.20
H -2.327 -3.849 -2.864 0.23
H -2.848 -2.514 -3.904 0.20
H -1.351 -1.850 1.351 0.24
H -2.284 1.454 3.423 0.21
H -1.398 -0.084 3.709 0.20
H -0.510 1.398 5.180 0.22
H 1.263 2.351 6.560 0.21
H 3.283 3.318 5.510 0.22
H 3.503 3.289 3.043 0.23
H 1.583 0.702 -0.649 0.24
H 2.448 0.089 0.791 0.21
H 0.671 0.299 0.821 0.23
H -1.288 0.006 -1.894 0.23
H -0.257 -1.290 -1.255 0.19

4.
6
Properties=species:S:1:pos:R:3:nbo_charge:R:1 method="wB97M-V/def2-TZVPD" gap_ev=10.41 max_force_ev_per_a=4.30 e_homo_ev=-9.75
F -0.382 0.666 1.610 -0.31
C 0.270 0.458 0.457 0.71
F 1.378 1.034 0.511 -0.25
C -0.234 -0.333 -0.455 -0.25
Cl -1.845 -1.116 -0.380 0.04
Cl 0.812 -0.709 -1.744 0.06

5.
8
Properties=species:S:1:pos:R:3:nbo_charge:R:1 method="wB97M-V/def2-TZVPD" gap_ev=10.30 max_force_ev_per_a=3.29 e_homo_ev=-10.54
Si 1.230 -0.425 -0.210 0.42
Si -0.882 0.502 0.057 0.80
Cl -1.716 0.160 2.323 -0.48
Br -2.439 -0.404 -1.230 -0.27
H 1.125 -1.745 -0.829 -0.11
H 1.934 0.470 -1.136 -0.12
H 1.937 -0.478 1.061 -0.10
H -1.187 1.919 -0.036 -0.14

6.
131
Properties=species:S:1:pos:R:3:lowdin_charge:R:1 method="wB97M-V/def2-TZVPD" gap_ev=6.68 max_force_ev_per_a=8.76 charge=+1 e_homo_ev=-11.06
N 0.863 -4.012 2.317 -0.05
C -0.209 -3.362 1.434 -0.25
C -0.438 -1.822 2.008 -0.16
C -1.965 -1.252 1.782 -0.05
C -2.195 -0.319 0.414 0.05
C -3.702 0.296 0.104 0.02
C -4.935 -0.050 1.156 0.05
C -4.564 -0.959 2.472 -0.05
C -5.700 -1.355 3.601 -0.08
C -7.166 -0.613 3.286 -0.23
O -7.398 0.672 3.593 -0.01
C -8.287 -1.609 2.547 -0.09
C -8.400 -1.673 0.902 -0.01
C -9.492 -2.713 0.246 -0.05
C -10.445 -3.681 1.175 -0.05
C -10.318 -3.564 2.812 -0.05
C -9.235 -2.534 3.522 -0.01
N -3.147 -1.513 2.722 0.09
H 0.578 -3.952 3.324 0.06
H 0.970 -5.028 2.088 0.08
H 0.298 -3.268 0.357 0.14
H -1.200 -3.996 1.404 0.12
H 0.295 -1.133 1.366 0.10
H -0.129 -1.710 3.131 0.06
H -1.262 -0.134 -0.304 0.12
H -3.949 0.970 -0.827 0.02
H -5.993 0.375 0.885 0.10
H -5.840 -2.538 3.524 0.14
H -5.358 -1.130 4.716 0.14
H -7.733 -1.012 0.204 0.07
H -9.537 -2.771 -0.931 0.09
H -11.205 -4.451 0.675 0.10
H -10.976 -4.251 3.506 0.09
H -9.210 -2.527 4.705 0.10
H -2.936 -2.122 3.559 0.16
Cl 3.080 -0.260 1.542 0.58
C 2.529 0.851 2.820 -0.64
C 2.894 0.354 4.210 -0.67
Cl 1.975 -1.102 4.666 0.58
H 1.449 0.986 2.711 0.06
H 3.013 1.814 2.631 0.07
H 2.659 1.122 4.953 0.04
H 3.961 0.120 4.288 0.05
Cl 2.158 -0.963 -2.913 0.52
C 3.885 -0.537 -2.812 -0.71
C 4.119 0.717 -1.983 -0.67
Cl 3.499 2.180 -2.788 0.57
H 4.268 -0.424 -3.830 0.05
H 4.393 -1.388 -2.349 0.05
H 5.192 0.868 -1.834 0.03
H 3.646 0.644 -0.999 0.01
Cl -4.138 3.300 -4.639 0.53
C -4.815 1.662 -4.815 -0.65
C -6.086 1.474 -4.002 -0.64
Cl -5.768 1.477 -2.249 0.58
H -4.042 0.942 -4.528 0.07
H -5.031 1.523 -5.879 0.06
H -6.540 0.508 -4.239 0.08
H -6.820 2.257 -4.215 0.04
Cl -5.320 4.710 -10.223 0.54
C -5.871 5.822 -8.944 -0.66
C -5.506 5.325 -7.554 -0.65
Cl -6.425 3.869 -7.099 0.52
H -6.951 5.957 -9.054 0.05
H -5.387 6.785 -9.133 0.08
H -5.741 6.093 -6.812 0.08
H -4.439 5.091 -7.477 0.07
Cl 4.930 0.454 6.986 0.56
C 3.760 -0.503 7.929 -0.65
C 4.434 -1.330 9.012 -0.67
Cl 5.419 -2.650 8.334 0.53
H 3.196 -1.132 7.233 0.03
H 3.064 0.208 8.384 0.08
H 3.677 -1.796 9.649 0.03
H 5.081 -0.715 9.646 0.08
Cl 6.978 -0.764 -3.178 0.59
C 7.402 -1.034 -4.887 -0.69
C 7.500 -2.513 -5.227 -0.65
Cl 8.899 -3.291 -4.447 0.51
H 8.340 -0.511 -5.092 0.04
H 6.614 -0.567 -5.485 0.02
H 7.629 -2.639 -6.306 0.08
H 6.598 -3.057 -4.926 0.06
Cl 5.758 -7.596 -2.393 0.53
C 7.485 -7.170 -2.291 -0.66
C 7.719 -5.916 -1.463 -0.65
Cl 7.099 -4.453 -2.267 0.52
H 7.868 -7.057 -3.310 0.07
H 7.993 -8.021 -1.828 0.07
H 8.792 -5.765 -1.314 0.08
H 7.246 -5.989 -0.478 0.07
Cl -0.648 2.451 -5.776 0.53
C 0.128 3.128 -4.322 -0.67
C -0.142 4.617 -4.167 -0.66
Cl 0.680 5.582 -5.418 0.54
H 1.200 2.916 -4.378 0.03
H -0.282 2.586 -3.464 0.07
H 0.236 4.964 -3.201 0.07
H -1.212 4.840 -4.215 0.05
Cl 3.958 3.725 5.570 0.53
C 5.685 4.151 5.671 -0.66
C 5.919 5.404 6.500 -0.66
Cl 5.299 6.867 5.696 0.54
H 6.068 4.263 4.653 0.07
H 6.193 3.300 6.134 0.06
H 6.992 5.556 6.649 0.08
H 5.446 5.332 7.484 0.07
Cl 8.103 2.461 -2.703 0.53
C 7.652 3.649 -3.952 -0.65
C 6.634 3.090 -4.934 -0.63
Cl 7.328 1.819 -5.970 0.62
H 8.565 3.974 -4.458 0.07
H 7.228 4.511 -3.428 0.07
H 6.285 3.885 -5.600 0.08
H 5.764 2.671 -4.419 0.02
Cl 2.452 -6.358 9.214 0.53
C 4.174 -6.372 9.672 -0.66
C 4.402 -5.816 11.068 -0.65
Cl 4.086 -4.065 11.153 0.55
H 4.731 -5.809 8.917 0.05
H 4.503 -7.415 9.630 0.07
H 5.445 -5.963 11.362 0.08
H 3.766 -6.311 11.809 0.07
Cl -9.770 5.529 -7.409 0.54
C -10.940 4.572 -6.466 -0.66
C -10.266 3.745 -5.383 -0.65
Cl -9.281 2.425 -6.061 0.53
H -11.504 3.943 -7.162 0.07
H -11.636 5.284 -6.011 0.07
H -11.023 3.279 -4.745 0.07
H -9.619 4.361 -4.749 0.07

7.
16
Properties=species:S:1:pos:R:3:nbo_charge:R:1 method="wB97M-V/def2-TZVPD" gap_ev=8.74 max_force_ev_per_a=4.90 e_homo_ev=-8.04
C -1.054 1.777 -1.559 -0.38
C -1.345 0.579 -0.877 -0.20
C -0.443 -0.131 -0.054 -0.09
C -0.863 -0.867 1.196 -0.65
C 0.903 -0.112 -0.384 -0.13
C 2.011 -0.679 0.483 -0.65
H 0.003 1.960 -1.812 0.19
H -1.883 2.387 -1.996 0.21
H -2.377 0.393 -0.640 0.20
H -0.359 -0.477 2.137 0.23
H -0.779 -2.019 1.261 0.23
H -2.058 -0.712 1.407 0.21
H 1.391 0.234 -1.240 0.19
H 2.819 0.076 0.456 0.22
H 2.375 -1.701 0.085 0.22
H 1.660 -0.708 1.538 0.21

8.
18
Properties=species:S:1:pos:R:3:nbo_charge:R:1 method="wB97M-V/def2-TZVPD" gap_ev=10.09 max_force_ev_per_a=2.56 e_homo_ev=-9.37
C 1.521 -0.734 -0.513 -0.65
C 0.042 -0.923 -0.818 0.09
O -0.405 -2.187 -0.335 -0.71
C -0.940 0.254 -0.339 0.06
O -0.720 1.462 -1.053 -0.73
C -0.827 0.447 1.167 -0.25
N 0.038 1.635 1.567 -0.82
H 2.105 -1.540 -0.974 0.22
H 1.890 0.224 -0.888 0.22
H 1.723 -0.800 0.561 0.20
H -0.063 -0.960 -1.908 0.16
H -0.036 -2.329 0.552 0.46
H -1.961 -0.077 -0.565 0.17
H -0.701 1.285 -2.008 0.48
H -0.467 -0.409 1.743 0.19
H -1.820 0.675 1.567 0.20
H -0.348 2.445 1.070 0.36
H 0.972 1.531 1.174 0.35